[1]
{"formula": "CH2ClNO2S2", "method": "the ωB97M-V functional and the def2-TZVPD basis", "species": ["C", "N", "O", "O", "S", "S", "Cl", "H", "H"], "xyz": [[0.817, -0.036, -0.574], [0.049, 1.006, -0.862], [0.385, -1.555, 1.922], [-0.669, 0.651, 1.556], [1.686, -0.995, -1.495], [-0.208, -0.580, 1.062], [-1.834, -1.292, 0.056], [0.244, 1.506, -1.686], [-0.470, 1.295, 0.022]], "smiles": "NC(=S)S(=O)(=O)Cl", "e_above_lowest_kcal_mol": 20.1, "largest_force_ev_per_a": 3.33, "orbital_gap_ev": 8.58}



[2]
{"formula": "C25H18FeN6O12S", "method": "the ωB97M-V functional and the def2-TZVPD basis", "species": ["Fe", "O", "C", "O", "C", "C", "C", "C", "C", "N", "C", "O", "O", "H", "H", "H", "H", "N", "C", "C", "C", "C", "C", "C", "S", "O", "O", "N", "C", "N", "C", "C", "C", "N", "H", "H", "H", "H", "H", "H", "H", "H", "H", "O", "C", "O", "C", "C", "C", "C", "C", "C", "N", "O", "O", "H", "H", "H", "H", "O", "C", "O", "H"], "xyz": [[0.780, -0.348, 0.715], [2.104, 1.405, -3.281], [2.311, 0.627, -2.187], [2.205, -0.565, -2.211], [2.736, 1.446, -0.998], [3.257, 2.715, -1.141], [3.679, 3.386, 0.008], [3.566, 2.768, 1.232], [2.976, 1.508, 1.288], [2.575, 0.871, 0.197], [2.702, 0.786, 2.605], [3.404, 1.115, 3.563], [1.794, -0.084, 2.537], [1.654, 0.820, -3.911], [3.324, 3.164, -2.120], [4.070, 4.393, -0.066], [3.858, 3.237, 2.159], [-3.380, 4.403, -3.210], [-2.689, 4.249, -1.986], [-3.327, 4.494, -0.775], [-2.656, 4.287, 0.423], [-1.339, 3.858, 0.409], [-0.686, 3.647, -0.800], [-1.359, 3.842, -1.989], [-0.493, 3.457, 1.909], [0.870, 3.917, 1.743], [-1.264, 4.024, 2.993], [-0.418, 1.869, 1.895], [-1.495, 1.084, 1.952], [-1.193, -0.241, 1.788], [-2.177, -1.116, 1.855], [-3.494, -0.744, 2.071], [-3.717, 0.625, 2.156], [-2.765, 1.535, 2.100], [-4.373, 4.255, -3.097], [-3.027, 3.765, -3.911], [-4.367, 4.806, -0.770], [-3.149, 4.418, 1.376], [0.327, 3.269, -0.799], [-0.873, 3.601, -2.926], [-1.895, -2.150, 1.696], [-4.292, -1.470, 2.118], [-4.730, 1.009, 2.261], [1.765, -2.364, 0.820], [0.792, -2.940, 0.293], [-0.256, -2.383, -0.103], [0.877, -4.454, 0.131], [1.869, -5.178, 0.782], [1.939, -6.555, 0.642], [1.007, -7.177, -0.167], [0.011, -6.487, -0.833], [-0.049, -5.111, -0.671], [1.079, -8.653, -0.331], [1.968, -9.250, 0.264], [0.246, -9.189, -1.051], [2.579, -4.632, 1.389], [2.697, -7.141, 1.140], [-0.692, -7.020, -1.455], [-0.813, -4.519, -1.155], [-1.223, 0.631, -2.817], [-1.027, 0.274, -1.655], [-0.028, 0.594, -0.930], [-1.776, -0.380, -1.164]], "e_above_lowest_kcal_mol": 8.8, "total_charge": -2, "largest_force_ev_per_a": 0.65, "spin_multiplicity": 5, "orbital_gap_ev": [6.10, 5.50]}



Please write out number 1 again, unchanged.
{"formula": "CH2ClNO2S2", "method": "the ωB97M-V functional and the def2-TZVPD basis", "species": ["C", "N", "O", "O", "S", "S", "Cl", "H", "H"], "xyz": [[0.817, -0.036, -0.574], [0.049, 1.006, -0.862], [0.385, -1.555, 1.922], [-0.669, 0.651, 1.556], [1.686, -0.995, -1.495], [-0.208, -0.580, 1.062], [-1.834, -1.292, 0.056], [0.244, 1.506, -1.686], [-0.470, 1.295, 0.022]], "smiles": "NC(=S)S(=O)(=O)Cl", "e_above_lowest_kcal_mol": 20.1, "largest_force_ev_per_a": 3.33, "orbital_gap_ev": 8.58}



Number 1 is which compound? CH2ClNO2S2